{
  "formula": "C4H14O3",
  "method": "ωB97M-V/def2-TZVPD",
  "elements": ["C", "C", "C", "C", "H", "H", "H", "H", "H", "H", "H", "H", "O", "H", "H", "O", "H", "H", "O", "H", "H"],
  "positions_angstrom": [[-0.578086, 1.889723, -1.701042], [-1.788164, 1.496202, -1.315816], [-2.870700, 2.510571, -1.156736], [-2.228914, 0.066644, -1.392153], [0.237712, 1.180383, -1.763525], [-0.420274, 2.939319, -1.934383], [-3.658727, 2.226099, -0.457001], [-3.366003, 2.773475, -2.086595], [-2.458311, 3.451553, -0.778360], [-2.870327, -0.182779, -2.241798], [-2.907109, -0.119679, -0.537106], [-1.436916, -0.675532, -1.309087], [1.284909, -1.318729, 1.512260], [1.234597, -0.388704, 1.217100], [0.499534, -1.387467, 2.067401], [2.707818, 0.679768, 0.061368], [2.775946, -0.159354, -0.404999], [3.455652, 0.705444, 0.664131], [2.173487, -4.042286, 2.855116], [1.969862, -3.860715, 1.932118], [1.311876, -4.134399, 3.273017]],
  "atomic_forces_ev_per_a": [[-0.1, -0.1, 0.4], [-0.1, -0.1, -1.6], [-0.3, 0.9, 0.5], [-0.8, -0.5, 1.7], [0.0, 0.1, -0.4], [0.4, -0.1, 0.4], [0.1, -0.2, 0.0], [-0.1, -0.2, -0.3], [0.0, -0.1, 0.0], [0.3, 0.4, -0.3], [0.3, -0.1, -0.1], [0.2, 0.2, -0.2], [-0.5, 0.7, 0.0], [0.4, -0.4, -0.1], [0.1, -0.3, 0.1], [-0.2, 0.1, -0.1], [0.1, 0.0, 0.0], [0.1, -0.1, 0.0], [-0.1, -0.1, 0.0], [0.1, 0.2, 0.0], [0.1, 0.0, 0.0]],
  "smiles": "C=C(C)C.O.O.O",
  "lumo_energy_ev": 0.601,
  "gap_ev": 9.8,
  "e_above_lowest_kcal_mol": 27.4,
  "total_charge": 0,
  "e_tot_ev": -10516.73941
}